1.
This record from the OMol25 dataset describes a molecular structure, CH4O3S at a distorted geometry. The level of theory is ωB97M-V/def2-TZVPD.

Properties
Lowest unoccupied orbital energy ... 0.2 eV
ΔE to the lowest compared entry with this formula, charge and spin ... 2.753 eV
HOMO-LUMO gap ... 10.145 eV
E_HOMO ... -9.92 eV

Structure (ORCA input):
```
! wB97M-V def2-TZVPD RIJCOSX def2/J DEFGRID3
* xyz 0 1
C -0.474 -0.122 -0.311
O -0.875 -1.150 0.484
O -0.745 1.164 0.244
O 0.650 -0.209 -1.004
S 1.957 -0.111 0.150
H -1.407 -0.359 -1.277
H -0.150 -1.524 0.993
H -1.414 1.141 0.839
H 2.459 1.168 -0.118
*
```



2.
This record from the OMol25 dataset describes a gas-phase ion, C4H3N3O4S (charge -2) at a distorted geometry. The level of theory is ωB97M-V/def2-TZVPD.

Properties
Lowest unoccupied orbital energy ... 6.3 eV
SMILES ... O=C([O-])N=[S@@](=O)([O-])n1cccn1
ΔE to the lowest compared entry with this formula, charge and spin ... 0.000 eV
HOMO-LUMO gap ... 6.700 eV
E_HOMO ... -0.42 eV

Structure (ORCA input):
```
! wB97M-V def2-TZVPD RIJCOSX def2/J DEFGRID3
* xyz -2 1
C -0.155 0.407 1.230
C 0.149 0.472 -0.183
C -1.173 -0.520 1.349
C -0.483 -4.055 -0.927
N -0.678 -0.333 -0.818
N -1.595 -3.406 -1.470
N -1.488 -0.887 0.093
O -0.090 -3.620 0.182
O 0.003 -5.006 -1.536
O -3.673 -2.036 -1.155
O -2.881 -3.071 0.758
S -2.519 -2.657 -0.555
H 0.435 1.031 1.923
H 0.856 0.984 -0.770
H -1.770 -1.007 2.047
*
```



3.
This record from the OMol25 dataset describes 4 unconnected molecules or ions with the total composition C4H16O3 at a distorted geometry. The level of theory is ωB97M-V/def2-TZVPD.

Properties
Lowest unoccupied orbital energy ... 0.5 eV
SMILES ... CC(C)C.O.O.O
ΔE to the lowest compared entry with this formula, charge and spin ... 1.640 eV
HOMO-LUMO gap ... 11.666 eV
E_HOMO ... -11.12 eV

Structure (ORCA input):
```
! wB97M-V def2-TZVPD RIJCOSX def2/J DEFGRID3
* xyz 0 1
C 0.276 0.340 -1.199
C -0.221 -0.721 -0.106
C -1.018 -0.111 1.028
C -0.863 -1.942 -0.714
H 0.920 1.087 -0.675
H 0.831 -0.127 -2.078
H -0.609 0.845 -1.589
H 0.600 -1.145 0.448
H -1.368 -0.772 1.824
H -1.926 0.364 0.714
H -0.135 0.503 1.537
H -0.320 -2.150 -1.596
H -0.997 -2.815 -0.094
H -1.874 -1.727 -0.939
H -4.250 1.112 0.376
H -3.854 2.124 1.478
O -4.206 2.096 0.541
H 3.487 -0.059 -0.967
H 2.767 -1.303 -0.678
O 2.752 -0.534 -1.332
H 2.407 0.341 0.761
H 2.526 0.981 2.182
O 3.047 0.607 1.445
*
```



4.
This record from the OMol25 dataset describes a gas-phase ion, C11H16NO2 (charge +1) at a distorted geometry. The level of theory is ωB97M-V/def2-TZVPD.

Properties
Lowest unoccupied orbital energy ... -3.0 eV
SMILES ... CCO/C(OC)=[N+](/C)c1ccccc1
ΔE to the lowest compared entry with this formula, charge and spin ... 0.216 eV
HOMO-LUMO gap ... 10.161 eV
E_HOMO ... -13.13 eV

Structure (ORCA input):
```
! wB97M-V def2-TZVPD RIJCOSX def2/J DEFGRID3
* xyz 1 1
C 2.233 2.339 -1.748
C 1.006 2.355 -2.440
C 2.537 1.346 -0.906
C 0.098 1.345 -2.156
C 1.647 0.297 -0.659
C 0.429 0.375 -1.201
C -0.710 -1.160 0.227
C -0.074 0.839 3.285
C -0.842 -1.510 -2.161
C -1.645 -2.834 1.639
C -0.638 0.909 1.811
N -0.420 -0.758 -0.992
O -0.944 -2.456 0.443
O -0.669 -0.526 1.384
H 2.862 3.132 -1.861
H 0.677 3.038 -3.249
H 3.428 1.493 -0.230
H -0.854 1.347 -2.833
H 1.794 -0.611 -0.080
H -0.750 0.314 3.937
H 0.799 0.136 3.270
H 0.135 1.851 3.592
H -1.759 -1.312 -2.703
H -0.923 -2.552 -1.941
H -0.093 -1.338 -2.828
H -2.576 -2.259 1.636
H -1.034 -2.642 2.486
H -1.966 -3.882 1.434
H -0.082 1.518 1.081
H -1.666 1.206 1.762
*
```



5.
This record from the OMol25 dataset describes 9 unconnected molecules or ions with the total composition C21H37N9OP at a distorted geometry. The level of theory is ωB97M-V/def2-TZVPD.

Properties
Lowest unoccupied orbital energy ... -3.0 eV
HOMO-LUMO gap ... 7.525 eV
E_HOMO ... -10.53 eV

Structure (ORCA input):
```
! wB97M-V def2-TZVPD RIJCOSX def2/J DEFGRID3
* xyz 1 1
C 2.363 0.544 1.012
P 0.810 1.613 1.175
O 0.913 2.654 2.526
C -0.556 0.369 1.556
C -1.250 0.197 0.121
C -2.024 1.588 0.055
N -2.313 1.990 1.479
C -1.799 0.879 2.380
H 2.566 0.475 -0.085
H 2.131 -0.508 1.357
H 3.220 0.925 1.615
H 1.322 3.496 2.254
H -0.263 -0.668 1.855
H -0.523 0.099 -0.731
H -2.062 -0.572 0.061
H -1.488 2.456 -0.407
H -3.018 1.528 -0.464
H -3.325 2.086 1.624
H -1.820 2.833 1.803
H -2.510 0.011 2.343
H -1.635 1.285 3.405
C 2.106 2.444 -2.804
C 2.042 0.960 -2.710
N 1.992 -0.189 -2.637
H 1.608 2.894 -1.944
H 3.146 2.770 -2.823
H 1.612 2.778 -3.715
C -0.295 -2.321 -3.348
C -0.362 -3.797 -3.256
N -0.415 -4.946 -3.186
H -0.791 -1.873 -2.486
H 0.743 -1.996 -3.367
H -0.790 -1.985 -4.259
C -1.865 -5.448 -6.977
C -1.667 -4.012 -6.680
N -1.514 -2.894 -6.445
H -0.902 -5.921 -7.170
H -2.338 -5.939 -6.128
H -2.500 -5.560 -7.855
C 0.533 -0.498 -8.355
C 0.727 0.937 -8.045
N 0.877 2.053 -7.800
H 1.497 -0.969 -8.550
H 0.056 -0.998 -7.512
H -0.099 -0.606 -9.236
C -1.089 5.751 0.834
C -0.475 5.032 -0.308
N 0.003 4.477 -1.198
H -0.725 5.335 1.774
H -0.830 6.808 0.788
H -2.174 5.650 0.795
C 0.310 -3.796 3.133
C 1.319 -2.713 3.075
N 2.108 -1.872 3.031
H -0.633 -3.404 3.515
H 0.147 -4.204 2.136
H 0.657 -4.592 3.791
C 2.223 2.913 6.921
C 1.858 2.806 5.488
N 1.573 2.722 4.367
H 3.144 2.362 7.111
H 2.372 3.959 7.188
H 1.427 2.499 7.539
C -0.546 -2.483 7.035
C -0.584 -3.961 7.115
N -0.613 -5.111 7.176
H -1.053 -2.052 7.898
H 0.489 -2.139 7.022
H -1.044 -2.148 6.125
*
```



6.
This record from the OMol25 dataset describes a gas-phase ion, HO5S2 (charge -1) at a distorted geometry. The level of theory is ωB97M-V/def2-TZVPD.

Properties
Lowest unoccupied orbital energy ... 3.7 eV
ΔE to the lowest compared entry with this formula, charge and spin ... 0.120 eV
HOMO-LUMO gap ... 9.057 eV
E_HOMO ... -5.38 eV

Structure (ORCA input):
```
! wB97M-V def2-TZVPD RIJCOSX def2/J DEFGRID3
* xyz -1 1
O -2.491 -0.939 0.501
O -1.867 0.700 -1.265
O 2.608 -0.701 0.313
O -0.045 -0.200 0.372
O 2.091 1.662 -0.163
S -1.878 0.379 0.169
S 1.831 0.240 -0.470
H -0.248 -1.142 0.543
*
```



7.
This record from the OMol25 dataset describes a gas-phase ion, C7H13N2 (charge +1) at a distorted geometry. The level of theory is ωB97M-V/def2-TZVPD.

Properties
Lowest unoccupied orbital energy ... -3.8 eV
SMILES ... C[C@@H]1CNCC1=[N+]1CC1
ΔE to the lowest compared entry with this formula, charge and spin ... 4.721 eV
HOMO-LUMO gap ... 9.158 eV
E_HOMO ... -13.00 eV

Structure (ORCA input):
```
! wB97M-V def2-TZVPD RIJCOSX def2/J DEFGRID3
* xyz 1 1
C -1.463 1.945 1.609
C -0.931 0.798 2.290
C 0.670 -1.174 -1.659
C -0.293 0.981 -1.518
C 0.354 -1.144 -0.185
C -0.375 0.524 -0.135
C 1.556 -1.548 0.675
N -0.863 0.935 0.917
N -0.194 -0.226 -2.322
H -2.491 2.133 1.201
H -1.058 2.877 1.964
H 0.047 0.984 2.792
H -1.631 0.065 2.786
H 1.712 -1.096 -1.800
H 0.292 -2.098 -2.066
H -1.132 1.687 -1.969
H 0.662 1.574 -1.489
H -0.465 -1.751 -0.063
H 2.365 -0.898 0.313
H 1.743 -2.527 0.284
H 1.400 -1.821 1.670
H 0.094 -0.221 -3.297
*
```



8.
This record from the OMol25 dataset describes a molecular structure, C23H16BrCl4F6O5SbTi. The level of theory is ωB97M-V/def2-TZVPD.

Properties
Lowest unoccupied orbital energy (spin up / spin down) ... 2.1 / -1.0 eV
ΔE to the lowest compared entry with this formula, charge and spin ... 0.000 eV
HOMO-LUMO gap (spin up / spin down) ... 6.390 / 5.837 eV
E_HOMO (spin up / spin down) ... -4.34 / -6.87 eV

Structure (ORCA input):
```
! wB97M-V def2-TZVPD RIJCOSX def2/J DEFGRID3
* xyz -1 4
Ti -1.004 0.105 0.919
Cl 2.875 4.784 1.629
C 2.750 3.209 0.975
C 3.738 2.290 1.179
Cl 5.122 2.688 2.094
C 3.636 0.975 0.611
Cl 4.821 -0.176 0.910
C 2.527 0.572 -0.228
O 2.495 -0.499 -0.813
C 1.381 1.533 -0.305
O 0.298 1.175 -0.771
C 1.578 2.858 0.227
Cl 0.357 3.973 -0.028
Br 0.389 -1.887 -4.397
C -1.209 -0.885 -4.157
C -1.967 -0.542 -5.263
C -3.138 0.180 -5.069
C -3.533 0.543 -3.791
C -2.758 0.195 -2.691
C -1.583 -0.524 -2.875
C -3.246 0.589 -1.307
O -4.340 1.106 -1.189
O -2.458 0.290 -0.324
H -1.650 -0.837 -6.254
H -3.742 0.456 -5.924
H -4.446 1.096 -3.616
H -0.970 -0.794 -2.030
F 0.849 -0.043 1.690
Sb 0.777 0.268 3.975
F 1.428 -1.534 3.807
F -1.551 -0.808 2.466
F 1.413 0.224 5.829
F -1.010 1.835 1.724
F 2.461 1.096 3.499
C 0.303 -8.223 -0.644
C 0.227 -6.764 -0.290
C -0.583 -5.897 -1.009
C -0.657 -4.542 -0.713
C -1.547 -3.670 -1.553
C 0.113 -4.048 0.357
C 0.076 -2.645 0.756
O -0.599 -1.786 0.193
C 0.946 -4.913 1.099
C 1.803 -4.425 2.239
C 0.985 -6.255 0.760
H -0.474 -8.498 -1.356
H 0.195 -8.848 0.243
H 1.270 -8.460 -1.094
H -1.177 -6.284 -1.830
H -2.069 -4.277 -2.293
H -0.967 -2.910 -2.076
H -2.279 -3.135 -0.948
H 0.671 -2.348 1.624
H 2.524 -3.675 1.910
H 2.357 -5.260 2.667
H 1.218 -3.959 3.032
H 1.622 -6.924 1.329
*
```



no.,E_tot (Eh)
1,-664.32095
2,-1017.59914
3,-387.66252
4,-633.68448
5,-1731.38699
6,-1173.24689
7,-383.64370
8,-7366.34398